# C6H7N5

An isolated molecule of C6H7N5 in a non-equilibrium geometry (wB97M-V/def2-TZVPD, the OMol25 dataset).

## Properties
strongest force on any atom	0.05792	Eh/bohr
energy relative to the best compared isomer or geometry (same formula, charge and spin)	0.1552	eV
E	-506.644458	Ha
HOMO	-8.3	eV
frontier orbital gap	8.93	eV
E_LUMO	0.58	eV

Positions of all 18 atoms, in Å:
C (1.601086, 2.863689, -0.106340)
C (0.765767, 1.618345, -0.111544)
C (-0.884871, 0.393295, -0.038892)
C (-2.274535, -1.511442, 0.039064)
C (0.038314, -1.819814, 0.024576)
C (0.229959, -0.436054, -0.083933)
H (2.749439, 2.675686, -0.202772)
H (1.470685, 3.437662, 0.844625)
H (1.299943, 3.487152, -0.950990)
H (-2.937132, 0.492416, -0.169903)
H (-3.252353, -1.927610, -0.124383)
H (0.754036, -3.662133, 0.316279)
H (2.024557, -2.491911, 0.386805)
N (-0.591775, 1.690373, 0.032111)
N (-2.112396, -0.162687, -0.030763)
N (-1.235034, -2.357557, 0.121914)
N (1.041621, -2.723716, 0.211089)
N (1.312688, 0.434307, -0.156944)

Atomic forces in eV per Å
C 1.77 0.26 0.29
C 0.70 0.99 0.74
C -0.39 0.57 0.51
C 2.48 -0.28 -0.57
C 0.30 -0.08 1.17
C 0.59 0.21 -0.34
H -2.23 -0.04 0.10
H -0.13 -0.41 -0.80
H 0.03 0.17 0.18
H 1.40 -1.36 0.43
H -0.29 0.08 0.38
H -0.18 -0.85 0.15
H -1.04 0.19 -0.34
N -0.20 -0.75 -0.78
N -2.96 0.28 -0.22
N -0.83 1.70 -0.59
N 0.42 1.07 -0.32
N 0.55 -1.77 0.00

=====

# C2H7N3OS

An isolated molecule of C2H7N3OS in a non-equilibrium geometry (wB97M-V/def2-TZVPD, the OMol25 dataset).

## Properties
strongest force on any atom	0.04192	Eh/bohr
energy relative to the best compared isomer or geometry (same formula, charge and spin)	1.9546	eV
E	-718.004075	Ha
HOMO	-9.0	eV
frontier orbital gap	9.82	eV
E_LUMO	0.82	eV

Positions of all 14 atoms, in Å:
C (0.087425, -0.094263, 0.200804)
C (1.447007, -0.236740, 0.818603)
H (-1.759573, -0.456123, -1.317898)
H (-2.345928, -1.717998, -0.504558)
H (1.478157, 0.404048, 1.682686)
H (1.579350, -1.249266, 1.245137)
H (2.582778, -0.726471, -1.232614)
H (0.445407, 1.804705, -0.391364)
H (-2.072201, 1.145983, 0.133439)
N (-1.940898, -0.844696, -0.396705)
N (-0.709190, -1.095573, 0.222389)
N (-0.269928, 1.122774, -0.425275)
O (-1.336427, 1.742747, 0.278419)
S (2.814023, 0.200874, -0.313065)

Atomic forces in eV per Å
C 0.14 -0.58 -0.05
C -0.17 -0.99 0.01
H -0.09 0.22 -0.21
H -1.14 -1.81 -0.26
H 0.37 0.69 0.21
H -0.15 0.41 -0.57
H -0.18 -0.31 -0.18
H 0.94 0.56 -0.06
H -0.57 -0.39 -0.11
N 0.81 1.40 0.19
N 0.53 0.75 0.19
N -0.52 -0.90 -0.02
O 0.06 0.52 0.30
S -0.04 0.42 0.57

=====

# C2H6N3O3

A cluster of 2 separate species, C2H6N3O3 in total in a non-equilibrium geometry (wB97M-V/def2-TZVPD, the OMol25 dataset).

## Properties
strongest force on any atom	0.14080	Eh/bohr
energy relative to the best compared isomer or geometry (same formula, charge and spin)	0.9833	eV
E	-469.345619	Ha
HOMO	-15.6	eV
total charge	+1
frontier orbital gap	11.15	eV
E_LUMO	-4.48	eV

Positions of all 14 atoms, in Å:
C (-1.156190, 1.120477, 1.145713)
C (0.043896, -0.973984, 0.381905)
N (-1.974154, 1.865421, 1.615716)
N (1.969650, 1.471697, -1.904882)
N (-0.512381, 0.368554, 0.325274)
O (2.711068, 1.298287, -3.042808)
O (2.480865, 2.084737, -1.055535)
O (0.853044, 1.011726, -1.896931)
H (-0.715198, -1.812410, 0.301112)
H (0.685758, -1.061302, 1.277309)
H (0.848561, -1.026312, -0.365454)
H (-2.481483, 2.336762, 2.274984)
H (2.076390, 0.920077, -3.593707)
H (-0.307429, 0.774256, -0.644116)

Atomic forces in eV per Å
C -3.32 1.84 0.38
C 1.07 -1.45 1.28
N 4.68 -4.54 -3.15
N 0.81 0.61 -0.40
N -0.24 1.38 -1.27
O 1.11 0.99 2.04
O 0.91 0.69 1.22
O -1.11 -0.86 -0.92
H 0.92 1.24 0.04
H -0.87 -0.22 0.07
H -0.88 -0.04 -0.32
H -1.19 1.59 1.86
H -1.70 -1.40 -2.33
H -0.19 0.16 1.50

=====

# C33H30F3MnNO4P2S3Te

A structure of composition C33H30F3MnNO4P2S3Te (wB97M-V/def2-TZVPD, the OMol25 dataset).

## Properties
strongest force on any atom	0.01308	Eh/bohr
energy relative to the best compared isomer or geometry (same formula, charge and spin)	2.7269	eV
spin multiplicity	6
E	-5227.261137	Ha
HOMO (alpha / beta)	-0.6 / -2.4	eV
total charge	-2
frontier orbital gap (alpha / beta)	4.63 / 6.40	eV
expectation value of S²	8.922
E_LUMO (alpha / beta)	4.01 / 4.00	eV

Positions of all 78 atoms, in Å:
Mn (0.215213, 0.031380, -1.046943)
S (-1.433239, -2.498594, 1.512113)
P (0.384237, -1.703068, 1.620830)
C (0.767796, -0.143681, 0.945079)
P (0.267169, 1.324767, 1.769807)
S (-1.628246, 1.780554, 2.070314)
C (1.098195, 2.676881, 0.850888)
C (2.392961, 2.523850, 0.366085)
C (3.005678, 3.531405, -0.365082)
C (2.320912, 4.711773, -0.613039)
C (1.029075, 4.874443, -0.130482)
C (0.417097, 3.861047, 0.592006)
C (1.057515, 1.446925, 3.438165)
C (0.328967, 1.037839, 4.554151)
C (0.859000, 1.157052, 5.827713)
C (2.119827, 1.712822, 6.014636)
C (2.845899, 2.137853, 4.914591)
C (2.318889, 1.999954, 3.634280)
C (1.539310, -2.989284, 0.975062)
C (2.357558, -2.816903, -0.129518)
C (3.195651, -3.834994, -0.573775)
C (3.220764, -5.049977, 0.090153)
C (2.395354, -5.240261, 1.194092)
C (1.563326, -4.222156, 1.627685)
C (0.990840, -1.780682, 3.359362)
C (0.197970, -2.310850, 4.365952)
C (0.707923, -2.472759, 5.649267)
C (2.015063, -2.107766, 5.930042)
C (2.815492, -1.578281, 4.923355)
C (2.306582, -1.421132, 3.645330)
H (2.913684, 1.595353, 0.550182)
H (4.001574, 3.374270, -0.762646)
H (2.784646, 5.494947, -1.202082)
H (0.480223, 5.784231, -0.344385)
H (-0.606532, 3.951347, 0.933242)
H (-0.669133, 0.643832, 4.407375)
H (0.282967, 0.815262, 6.680368)
H (2.529448, 1.812526, 7.014347)
H (3.826494, 2.583457, 5.045046)
H (2.900381, 2.341508, 2.789103)
H (2.330182, -1.895492, -0.678506)
H (3.822363, -3.661631, -1.441514)
H (3.870681, -5.848104, -0.250863)
H (2.396475, -6.189700, 1.718156)
H (0.912426, -4.389670, 2.478165)
H (-0.821934, -2.589419, 4.123495)
H (0.077484, -2.882940, 6.430591)
H (2.412140, -2.225385, 6.932267)
H (3.833407, -1.275502, 5.137599)
H (2.925560, -1.006720, 2.856629)
F (6.774682, 0.950075, -3.470249)
C (5.716904, 0.393564, -4.131982)
F (5.634854, 1.023052, -5.331398)
F (6.177185, -0.874932, -4.444822)
C (4.476144, 0.423938, -3.375112)
C (4.459327, 0.131544, -1.979069)
C (3.278020, 0.050206, -1.315382)
N (2.044749, 0.208546, -1.910095)
C (2.065364, 0.516214, -3.258744)
C (3.208379, 0.616626, -3.989528)
H (5.378027, -0.015297, -1.424720)
H (3.252508, -0.159404, -0.254367)
H (1.095461, 0.680234, -3.705160)
H (3.128888, 0.862973, -5.040275)
O (-1.745291, 0.172162, -0.777375)
S (-1.710304, 1.045254, -2.037803)
O (-2.999678, 1.455281, -2.508886)
O (-0.734090, 2.098616, -1.689117)
O (-0.947574, 0.129118, -2.967525)
C (-2.683277, -2.546439, -2.016805)
Te (-0.624193, -3.023961, -1.844549)
C (-0.288125, -2.836555, -3.948264)
H (-3.203807, -3.361608, -2.516570)
H (-2.769199, -1.618389, -2.574448)
H (-3.060622, -2.400838, -1.007060)
H (-0.578552, -1.829825, -4.242949)
H (-0.866432, -3.586722, -4.485451)
H (0.773437, -2.987160, -4.146285)

Atomic forces in eV per Å
Mn 0.07 -0.45 0.49
S 0.02 0.01 0.07
P -0.03 0.04 0.03
C 0.00 -0.13 -0.39
P -0.30 0.05 0.10
S -0.02 -0.05 0.06
C -0.02 0.01 -0.09
C -0.01 0.03 0.06
C 0.01 -0.04 0.01
C -0.02 0.01 0.00
C -0.01 0.01 0.01
C 0.02 -0.02 0.01
C 0.17 0.06 -0.03
C 0.01 0.04 0.03
C 0.01 0.00 0.01
C -0.02 -0.01 0.03
C 0.02 0.01 -0.03
C 0.03 -0.08 0.04
C 0.05 -0.01 -0.07
C 0.02 -0.10 0.00
C 0.00 0.00 0.01
C 0.00 0.00 -0.01
C 0.01 -0.01 0.01
C -0.02 -0.07 0.03
C -0.02 -0.02 -0.01
C -0.05 0.06 -0.01
C -0.01 0.00 0.03
C 0.00 0.00 0.00
C -0.01 0.01 -0.03
C 0.04 0.01 0.00
H -0.01 0.08 0.01
H -0.01 0.01 0.00
H 0.00 0.00 0.00
H 0.01 -0.01 -0.01
H 0.01 0.00 -0.01
H 0.02 0.01 -0.01
H 0.01 0.01 -0.01
H 0.00 0.00 -0.02
H -0.02 -0.01 0.00
H -0.01 0.01 -0.01
H -0.03 0.11 -0.01
H -0.02 -0.02 0.01
H -0.01 0.01 0.01
H 0.01 0.01 -0.01
H 0.00 0.03 -0.02
H 0.02 -0.01 0.00
H 0.01 0.01 -0.01
H -0.01 0.00 -0.01
H 0.00 -0.01 0.01
H -0.02 -0.01 0.01
F 0.01 0.02 -0.01
C 0.00 -0.02 0.00
F 0.02 0.01 0.01
F 0.02 -0.03 -0.03
C 0.00 0.02 0.03
C -0.03 0.00 0.04
C 0.00 -0.01 -0.07
N 0.14 -0.03 0.03
C 0.01 -0.02 0.03
C -0.07 0.01 -0.02
H 0.01 0.01 -0.03
H -0.01 -0.02 -0.04
H -0.01 0.00 -0.03
H 0.03 0.00 0.01
O -0.03 0.02 -0.01
S 0.15 -0.07 -0.03
O -0.04 -0.01 -0.01
O -0.14 0.42 -0.10
O 0.01 0.05 -0.07
C -0.04 -0.01 -0.01
Te 0.07 0.10 0.07
C 0.00 -0.01 -0.05
H -0.01 0.00 0.01
H 0.01 0.00 -0.01
H 0.04 0.00 -0.02
H 0.00 -0.03 0.02
H 0.00 0.01 -0.03
H -0.02 0.01 0.03